# 1
The following is a DFT calculation (ωB97M-V/def2-TZVPD) of C22H21N4NaO as an isolated structure.

```
49
Properties=species:S:1:pos:R:3:forces:R:3:mulliken_charge:R:1
Na 0.043442 -0.350983 0.001587 0.0 -0.1 0.0 1.389
C 4.513228 -0.066584 -0.610682 0.0 0.1 0.0 -0.760
C 3.177732 -0.494674 -0.647832 0.0 -0.1 0.0 -0.224
N 2.152196 0.295442 -0.440738 0.4 0.0 -0.1 -0.505
C 2.359754 1.607998 -0.171676 0.3 0.2 0.0 0.100
C 3.675886 2.133276 -0.098614 0.0 0.0 0.0 1.424
C 4.752442 1.249785 -0.330849 -0.1 -0.1 0.0 -0.580
C 3.885106 3.495827 0.217145 -0.1 0.0 0.0 -0.932
C 2.793925 4.278259 0.480275 0.2 0.0 0.0 -0.907
C 1.485874 3.784163 0.402196 -0.2 0.2 0.1 -0.739
C 1.200630 2.464360 0.053304 0.1 0.1 0.0 0.146
N 0.003616 1.857753 -0.026772 0.1 -0.2 0.0 -0.222
C -1.204579 2.440827 -0.078157 -0.2 0.1 -0.1 0.181
C -1.511787 3.774814 -0.345460 0.2 0.2 -0.1 -0.871
C -2.827320 4.251486 -0.388743 -0.2 -0.1 0.0 -0.881
C -3.903461 3.434561 -0.173285 0.0 0.1 0.0 -0.941
C -3.671152 2.056310 0.038914 0.0 0.0 0.0 1.277
C -4.733505 1.141081 0.202135 0.1 -0.1 0.0 -0.565
C -4.475428 -0.193002 0.351053 0.0 0.1 0.0 -0.889
C -3.134409 -0.606689 0.326160 0.0 -0.1 0.0 -0.074
N -2.121075 0.213365 0.195563 -0.3 0.2 0.1 -0.439
C -2.348551 1.546674 0.068420 -0.2 0.1 0.0 0.116
H 5.316910 -0.766958 -0.793405 0.0 0.0 0.0 0.381
H 2.945234 -1.534419 -0.860476 0.0 0.0 0.0 0.467
H 5.763712 1.635223 -0.277100 0.0 0.0 0.0 0.393
H 4.894088 3.883397 0.268441 0.0 0.0 0.0 0.348
H 2.929381 5.317956 0.754105 0.0 0.0 0.0 0.367
H 0.685270 4.457992 0.676842 0.1 -0.1 0.0 0.545
H -0.722124 4.477738 -0.575752 -0.1 -0.1 0.0 0.560
H -2.980903 5.304234 -0.594950 0.0 0.0 0.0 0.365
H -4.918746 3.807570 -0.192019 0.0 0.0 0.0 0.347
H -5.749854 1.516210 0.194678 0.0 0.0 0.0 0.394
H -5.268185 -0.917975 0.471448 0.0 0.0 0.0 0.380
H -2.886912 -1.660291 0.419885 0.0 0.0 0.0 0.427
C 1.102008 -5.910468 0.164274 0.0 -0.1 0.0 -1.045
N 1.012196 -4.485215 0.394395 0.0 0.1 0.0 0.122
C 1.965726 -3.954539 1.351924 0.0 0.0 0.0 -1.075
C 0.111952 -3.666487 -0.186916 0.0 0.0 0.0 1.030
C -0.879984 -4.260008 -1.156663 0.0 0.0 0.0 -1.613
O 0.086382 -2.459810 0.056472 0.0 -0.6 0.0 -0.646
H 2.134367 -6.176366 -0.070894 0.0 0.0 0.0 0.333
H 0.474870 -6.218680 -0.664741 0.0 0.0 0.0 0.381
H 0.802047 -6.464046 1.058066 0.0 0.0 0.0 0.324
H 1.917700 -4.530098 2.278313 0.0 0.0 0.0 0.347
H 1.727383 -2.916746 1.557435 0.0 0.0 0.0 0.271
H 2.981070 -4.018640 0.953448 0.0 0.0 0.0 0.344
H -1.475942 -5.043732 -0.690651 0.0 0.0 0.0 0.412
H -0.376347 -4.684585 -2.024495 0.0 0.0 0.0 0.428
H -1.534983 -3.459257 -1.485736 0.0 0.0 0.0 0.307
```
Forces are in eV/Å.

Calculated values
Net charge ... 0
Relative energy (zero: lowest compared OMol25 entry of this formula, charge and spin) ... 0.00 kcal per mole
Total energy ... -35581.4059 eV

# 2
The following is a DFT calculation (ωB97M-V/def2-TZVPD) of C22H21NO2 in the gas phase in a non-equilibrium geometry.

```
46
Properties=species:S:1:pos:R:3:forces:R:3:mulliken_charge:R:1
C -5.202339 -0.430408 3.642315 -0.4 0.0 0.1 -1.255
C -3.917630 0.333172 3.502685 -0.2 -0.3 -0.1 -0.169
O -3.045379 -0.469569 2.664932 0.6 0.4 0.2 -0.305
C -1.877995 0.182936 2.476142 -0.2 1.0 0.4 -0.522
O -1.719622 1.289186 2.969830 0.2 -1.3 -0.7 -0.612
C -0.892458 -0.580188 1.580552 0.0 -0.4 1.8 0.986
C 0.512096 -0.443982 2.107479 0.6 0.0 0.2 -0.224
C 0.973565 0.748875 2.669914 0.5 0.0 0.1 -0.309
C 2.272681 0.838491 3.169284 -0.2 0.2 0.0 -1.046
C 3.143213 -0.246515 3.066169 -0.4 0.0 0.0 0.636
C 4.475883 -0.142183 3.583872 2.4 0.2 0.8 -0.029
N 5.569160 -0.036841 3.988002 -2.3 -0.2 -0.8 -0.558
C 2.699791 -1.431572 2.471002 0.0 -0.3 -0.1 -0.946
C 1.394936 -1.531059 2.004475 0.0 0.2 0.1 0.018
C -1.023464 -0.138637 0.146199 -0.5 0.5 -1.8 2.498
C -0.053182 -0.933175 -0.746899 -0.2 0.0 0.4 -0.420
C 1.184928 -0.427353 -1.154445 0.1 -0.2 -0.2 -0.048
C 2.049285 -1.215596 -1.925474 -0.3 0.0 0.2 -0.926
C 1.683020 -2.515899 -2.280775 0.0 0.0 0.1 -0.440
C 0.449252 -3.027245 -1.871813 -0.2 0.2 0.3 -0.928
C -0.411287 -2.236785 -1.098860 0.4 -0.2 -0.4 -0.276
C -0.831646 1.370701 0.029351 -1.0 0.3 -0.4 -0.997
C -2.008300 2.004479 -0.127134 0.9 -0.1 0.0 -0.695
C -3.169470 1.069232 -0.282441 -0.2 -0.4 0.4 -0.706
C -2.526918 -0.331703 -0.298190 0.4 0.0 -0.4 -1.296
H -5.860880 0.118592 4.320605 0.0 -0.1 -0.1 0.409
H -5.707593 -0.525384 2.673775 0.1 -0.1 0.2 0.292
H -5.039240 -1.426806 4.067210 0.0 0.2 -0.1 0.302
H -4.060150 1.302394 2.999027 0.0 -0.3 0.4 0.328
H -3.414902 0.474635 4.470884 -0.2 0.1 -0.4 0.310
H -1.175241 -1.638771 1.655837 0.0 0.2 -0.1 0.823
H 0.311718 1.604929 2.747407 0.2 -0.2 0.0 0.555
H 2.598530 1.765785 3.650626 0.0 -0.4 -0.2 0.419
H 3.377406 -2.283258 2.371076 -0.2 0.3 0.1 0.441
H 1.067014 -2.457603 1.530022 0.0 0.2 0.2 0.397
H 1.494238 0.581829 -0.872251 -0.1 -0.4 -0.1 0.273
H 3.007573 -0.802508 -2.243369 -0.2 -0.2 0.1 0.399
H 2.364556 -3.138415 -2.862275 -0.2 0.2 0.1 0.391
H 0.135026 -4.039304 -2.137299 0.2 0.3 0.0 0.372
H -1.379680 -2.637485 -0.783490 0.4 0.1 -0.1 0.368
H 0.160514 1.820942 0.080262 -0.5 0.1 0.2 0.376
H -2.173868 3.080564 -0.120226 0.3 -0.2 -0.1 0.436
H -3.754083 1.258680 -1.190726 0.2 0.1 0.1 0.459
H -3.875547 1.129626 0.559399 0.1 0.3 -0.1 0.196
H -3.057596 -1.023844 0.368074 0.2 0.1 -0.3 0.316
H -2.541025 -0.735392 -1.318193 0.0 0.1 0.3 0.703
```
Forces are in eV/Å.

Calculated values
Net charge ... 0
Relative energy (zero: lowest compared OMol25 entry of this formula, charge and spin) ... 34.39 kcal per mole
Total energy ... -28739.5701 eV

# 3
The following is a DFT calculation (ωB97M-V/def2-TZVPD) of C22H21NO5 in the gas phase in a non-equilibrium geometry.

```
49
Properties=species:S:1:pos:R:3:forces:R:3:mulliken_charge:R:1
N 1.334863 -1.670645 -0.302272 1.2 0.9 -0.3 -0.334
C 1.101283 -0.373378 0.169684 1.2 -1.7 -0.6 0.595
C -0.141080 -0.126316 0.800767 0.8 1.9 0.1 -0.221
O -1.069032 -1.108717 0.735560 -0.1 -0.3 0.2 -0.117
C -2.325147 -0.684430 0.181391 -0.6 -0.7 -1.2 -1.422
C -3.429926 -1.771142 0.384111 -0.4 0.7 0.0 1.713
C -3.718536 -1.857388 1.933115 1.6 0.4 -1.4 -0.997
O -2.549054 -2.308712 2.579669 0.5 -0.5 0.6 -0.684
C -2.999485 -3.145773 -0.232446 -0.1 1.0 -0.6 -1.149
C -3.158003 -3.212163 -1.767589 -1.2 2.4 -1.0 -0.504
C -3.905419 -2.309490 -2.511492 1.2 -1.1 1.5 -0.377
C -4.668262 -1.168759 -1.837404 -0.4 -0.8 -0.4 -0.661
C -4.747534 -1.297400 -0.313399 0.6 0.4 0.1 -1.484
C -0.361691 1.103696 1.424251 -0.6 -1.9 -0.2 0.407
C 0.615472 2.074886 1.426950 0.3 2.5 -0.4 -0.557
O 0.258898 3.299042 1.969740 0.7 -1.3 -0.2 -0.662
C 1.822406 1.896585 0.729189 0.4 -0.3 -0.1 -0.546
C 2.101917 0.628842 0.124887 -0.4 0.4 0.4 -0.250
C 3.440303 0.409563 -0.500598 -0.2 0.3 0.3 0.841
O 3.711994 -0.604345 -1.107349 0.1 -0.8 -0.3 -0.784
C 4.502517 1.470448 -0.402215 0.1 1.6 0.4 0.174
C 5.825196 1.276655 -0.834854 -0.6 0.1 -0.4 -0.609
C 6.725452 2.345664 -0.848213 0.0 -0.2 0.0 -0.360
C 6.368701 3.632326 -0.427058 -0.6 -1.5 0.0 -0.694
C 5.076192 3.814792 0.053754 0.6 0.4 0.2 -0.331
C 4.161156 2.765114 0.090607 0.4 -1.1 -0.9 0.257
C 2.820985 2.996614 0.640917 -0.8 0.7 1.6 1.206
O 2.588811 4.100008 1.170642 -0.1 -0.8 -0.5 -0.860
H 2.253587 -1.863713 -0.759205 -1.4 0.5 0.5 0.249
H 0.570961 -2.307721 -0.433010 -0.1 0.1 0.1 0.156
H -2.110793 -0.480079 -0.892588 -0.4 -0.1 0.5 0.258
H -2.643076 0.235641 0.648293 -0.2 0.3 0.2 0.590
H -3.982386 -0.882947 2.364348 -0.2 0.1 -0.4 0.336
H -4.544343 -2.526906 2.110912 -0.1 -0.5 0.2 0.483
H -1.741539 -1.866206 2.222648 -1.2 -0.4 0.2 0.380
H -1.967242 -3.372781 0.084422 -0.5 -0.1 -0.2 0.415
H -3.656869 -3.900813 0.164109 -0.1 -0.5 0.5 0.510
H -2.602458 -3.981696 -2.285886 0.0 -0.1 0.0 0.408
H -3.965134 -2.324821 -3.624864 0.2 -0.3 1.0 0.354
H -5.706195 -1.159047 -2.266885 0.9 0.2 0.4 0.433
H -4.185010 -0.225465 -2.086921 -0.1 0.2 -0.2 0.322
H -5.529699 -1.984233 -0.038561 -0.3 -0.6 0.0 0.502
H -5.105858 -0.343095 0.104303 0.4 -0.1 0.0 0.382
H -1.322044 1.271827 1.909206 0.3 0.2 0.0 0.597
H 1.066545 3.866654 1.896488 -0.3 -0.1 -0.1 0.386
H 6.116217 0.317972 -1.267443 -0.1 0.2 0.3 0.425
H 7.735345 2.140984 -1.195883 -0.1 0.1 0.0 0.368
H 7.098225 4.419072 -0.446241 0.1 0.3 0.0 0.428
H 4.838788 4.791795 0.462414 -0.4 -0.2 -0.1 0.429
```
Forces are in eV/Å.

Calculated values
Net charge ... 0
Relative energy (zero: lowest compared OMol25 entry of this formula, charge and spin) ... 20.88 kcal per mole
Total energy ... -34882.1200 eV

# 4
The following is a DFT calculation (ωB97M-V/def2-TZVPD) of C22H21NO5S in the gas phase in a non-equilibrium geometry.

```
50
Properties=species:S:1:pos:R:3:forces:R:3:mulliken_charge:R:1
C 3.391694 3.133863 1.566684 0.0 0.0 0.0 -1.634
C 3.292090 1.912909 0.706438 0.0 -0.1 -0.1 0.681
C 4.420194 1.150065 0.421100 0.0 0.0 0.0 -0.550
C 4.323168 0.018591 -0.366566 0.1 0.1 0.1 -0.863
C 3.101833 -0.380732 -0.880911 -0.4 -0.1 -0.2 0.012
C 1.972176 0.370735 -0.585191 0.5 0.2 0.0 -0.390
O 0.717467 0.061062 -1.084929 -0.1 -0.1 0.0 -0.049
C 0.443876 -1.250459 -1.435868 -0.1 -0.3 0.0 0.974
C -0.059826 -1.488254 -2.706020 0.1 0.1 0.2 -0.759
C -0.436838 -2.765220 -3.079853 0.0 0.0 0.0 -0.691
C -0.296554 -3.813153 -2.185553 -0.1 0.0 0.0 -0.699
C 0.211907 -3.585906 -0.920289 0.1 0.1 -0.2 -0.300
C 0.579502 -2.304720 -0.522029 -0.2 0.0 -0.7 -0.132
N 1.044749 -2.111803 0.782548 -0.1 -0.1 1.0 -0.196
S -0.019496 -2.423707 2.055669 0.2 0.4 -0.1 1.191
O 0.662702 -1.995368 3.237350 0.0 0.3 -0.1 -0.708
O -0.469034 -3.776312 1.954738 -0.2 0.1 -0.3 -0.668
C -1.340956 -1.294302 1.654575 0.4 -0.4 0.3 -0.092
C -1.347086 -0.033307 2.216725 0.1 0.1 0.2 -0.664
C -2.251765 0.907271 1.758070 -0.1 -0.2 0.0 -0.150
C -3.116327 0.600377 0.709627 -0.1 -0.2 0.1 0.715
C -3.982939 1.665168 0.092648 0.0 0.0 0.0 -1.112
C -3.161040 2.920073 -0.261505 0.1 -0.1 0.0 -0.502
C -1.726470 2.556581 -0.582058 0.0 0.5 0.1 0.444
O -0.774789 3.060168 -0.043545 0.2 0.2 0.1 -0.609
O -1.622270 1.613388 -1.510259 -0.2 -0.3 -0.6 -0.461
C -3.113144 -0.686924 0.183799 0.1 0.0 0.1 -0.629
C -2.231105 -1.641655 0.658036 -0.2 -0.1 -0.1 -0.642
C 2.065488 1.513812 0.199305 -0.1 -0.2 -0.1 -0.297
H 4.260406 3.728494 1.291614 0.0 0.1 0.0 0.411
H 2.497487 3.743727 1.472509 0.0 0.1 0.0 0.344
H 3.503103 2.843878 2.611524 0.0 0.1 0.1 0.310
H 5.379540 1.450154 0.815522 0.1 0.0 0.0 0.415
H 5.205320 -0.561520 -0.591356 0.1 -0.1 0.0 0.395
H 3.022866 -1.260800 -1.501705 0.0 -0.1 -0.1 0.469
H -0.163396 -0.656687 -3.386314 0.0 0.1 -0.1 0.461
H -0.833985 -2.938130 -4.067945 0.0 0.0 -0.1 0.432
H -0.582898 -4.812967 -2.473044 0.0 -0.1 0.0 0.420
H 0.307132 -4.383567 -0.202329 0.1 -0.1 0.0 0.505
H 1.512226 -1.230413 0.947631 0.1 0.1 0.1 0.471
H -0.638298 0.192100 2.997894 0.1 0.1 0.1 0.534
H -2.260243 1.894057 2.194486 0.0 0.1 0.0 0.384
H -4.441827 1.261079 -0.809654 0.0 0.0 0.1 0.332
H -4.782449 1.947388 0.781179 0.0 0.0 -0.1 0.368
H -3.139247 3.629620 0.565404 0.1 0.0 -0.1 0.361
H -3.598353 3.416158 -1.128784 0.0 0.1 0.0 0.419
H -0.699275 1.294106 -1.582032 -0.1 0.2 0.3 0.370
H -3.787788 -0.937589 -0.620834 -0.1 0.0 -0.1 0.346
H -2.212632 -2.642791 0.258735 -0.1 -0.1 -0.1 0.578
H 1.175105 2.091455 0.394756 -0.1 0.0 0.0 0.453
```
Forces are in eV/Å.

Calculated values
Net charge ... 0
Relative energy (zero: lowest compared OMol25 entry of this formula, charge and spin) ... 0.00 kcal per mole
Total energy ... -45718.2929 eV

The records above give, respectively, frontier orbital gap values of 5.8 9.7 6.8 9.3 eV.